The following is a quantum chemistry calculation of a single C7H6NOP molecule in a non-equilibrium geometry, from the OMol25 dataset.

Values from the calculation:
Electronic energy in hartree: -741.4583
M in g/mol: 151.1
HOMO (spin up / spin down) in eV: -7.9369 / -8.0427
2S+1: 1

Last column: Mulliken charge in e.
Atoms and positions in Å:
O (-1.2959, 1.5964, -3.7464)  -0.528
C (0.1706, -0.1072, 1.6022)  -0.161
H (0.3709, -0.2478, 2.6583)  0.241
H (1.2136, -1.8558, 1.3774)  0.241
N (-0.1126, -0.0157, -2.6626)  -0.175
C (-0.6936, 1.0360, 1.4084)  0.128
C (0.2985, -0.6626, -1.6111)  -0.179
P (-2.0658, 1.3115, -1.1625)  -0.194
C (0.6928, -1.0829, 0.8286)  -0.307
C (-1.0388, 1.0483, -2.7098)  0.416
C (0.7744, -1.3324, -0.6010)  -0.076
H (0.4495, -0.0427, -3.5122)  0.263
C (-1.3420, 1.5089, 0.3586)  -0.300
H (1.3262, -2.2483, -0.8271)  0.310
H (-2.2258, 2.6535, -1.5149)  0.050
H (-0.8691, 1.5755, 2.3381)  0.272

Cartesian forces, eV/Å:
O 0.1 0.0 0.2
C 0.2 -0.7 0.2
H 0.1 -0.1 0.0
H 0.1 0.0 0.1
N 0.3 0.4 -1.2
C -0.3 0.7 -0.3
C -0.4 0.5 1.1
P -1.2 0.2 -1.2
C -0.1 0.4 0.2
C 0.0 -0.2 0.3
C 0.1 -0.6 0.0
H -0.1 -0.1 -0.1
C 1.5 -0.9 0.6
H 0.0 0.0 -0.1
H -0.2 0.2 0.0
H 0.0 0.1 0.0

---

The following is a quantum chemistry calculation of a single C5H11NOS molecule in a non-equilibrium geometry, from the OMol25 dataset.

Values from the calculation:
Electronic energy in hartree: -725.2658
M in g/mol: 133.2
SMILES string: CN(C)C(=O)CCS
HOMO in eV: -8.9678
2S+1: 1

Last column: Mulliken charge in e.
Atoms and positions in Å:
C (1.2350, -0.8942, 1.7286)  -0.658
H (-1.3599, -1.0185, -1.9882)  0.385
O (-1.6391, -0.4943, 0.5363)  -0.564
H (2.1862, -0.5798, 2.1346)  0.344
H (0.2844, 2.3032, -1.6871)  0.322
C (0.4323, 0.3768, 1.3969)  -0.431
N (-0.1299, 0.3723, -0.9847)  0.172
H (1.1378, 1.0658, 0.9884)  0.315
H (-0.0267, -0.2150, -2.9614)  0.404
H (0.3095, -1.4895, -1.8673)  0.253
H (-0.7966, 2.3023, -0.4056)  0.377
S (0.4231, -2.0532, 2.8265)  -0.229
C (-0.3495, -0.6252, -2.0069)  -1.042
C (-0.5721, 1.7259, -1.3050)  -1.055
H (0.0346, 0.8386, 2.3006)  0.351
C (-0.5762, 0.0351, 0.3382)  0.183
H (-1.3748, 1.7550, -2.0403)  0.360
H (-0.7667, -2.0624, 2.2174)  0.154
H (1.5486, -1.3426, 0.7791)  0.358

Cartesian forces, eV/Å:
C 0.1 0.5 -1.0
H -0.4 0.1 -0.5
O 0.1 -0.4 0.3
H 0.1 -0.1 0.7
H -0.2 -0.2 -0.5
C 0.0 -0.2 0.6
N 0.3 -0.1 0.7
H 0.4 0.6 -0.5
H -0.5 0.1 -0.1
H 0.0 0.1 0.3
H -0.6 -0.3 0.0
S 0.2 -0.2 0.3
C 0.3 -0.4 0.1
C 1.4 0.8 -0.1
H -0.4 -0.3 0.0
C -0.3 0.3 -0.6
H -0.3 0.0 0.2
H -0.1 0.1 -0.2
H -0.3 -0.3 0.1